Record 1
Molecular formula: C4H10O4
Method: DFT, ωB97M-V/def2-TZVPD

```
18
Properties=species:S:1:pos:R:3:mulliken_charge:R:1
C -1.0316 -0.9004 -1.4211 -0.42
C 0.3169 -0.5815 -0.9264 -0.11
C 0.7262 -1.2635 0.3989 -0.55
O 1.9666 -0.8647 0.8665 -0.67
C -2.1577 -0.4668 -0.6861 0.04
O -2.2313 0.2891 0.2854 -0.57
H -0.0140 -0.8977 1.1387 0.26
H -1.2144 -1.4866 -2.3112 0.37
H 1.0708 -0.8140 -1.6981 0.29
H 0.3558 0.4937 -0.6907 0.02
H 0.5738 -2.3410 0.4690 0.39
H -3.0642 -0.6348 -1.2954 0.28
H 0.4675 1.9796 0.6008 0.45
H -1.1010 1.6669 0.4470 0.38
O -0.3867 2.2669 0.2058 -0.80
H 1.8302 0.1937 1.2133 0.44
H 2.2876 1.8496 1.9871 0.16
O 1.6054 1.5115 1.4163 -0.95
```

Charge: -1
Spin multiplicity: 2
Orbital gap (alpha / beta): 8.25 / 6.35 eV
F_max: 2.40 eV Å⁻¹
E_tot: -12498.9594 eV
Relative energy (zero: lowest compared OMol25 entry of this formula, charge and spin): 37.8 kJ/mol
HOMO level (alpha / beta): -4.5 / -4.5 eV


Record 2
Molecular formula: C4H10O4
Method: DFT, ωB97M-V/def2-TZVPD

```
18
Properties=species:S:1:pos:R:3:mulliken_charge:R:1
O -2.1553 0.7869 0.5869 -0.52
C -1.3442 0.6171 -0.2168 0.50
O -1.4400 -0.3618 -1.1186 -0.51
C 0.0015 1.3148 -0.3462 -0.44
C 1.0836 0.3505 -0.3928 0.31
C 2.4845 0.9684 -0.5448 -1.26
O 1.0436 -0.3902 0.8482 -0.52
H -1.9223 -1.2131 -0.9400 0.36
H 0.1751 2.1773 0.4251 0.28
H -0.0627 1.8991 -1.3011 0.31
H 1.0975 -0.3847 -1.1864 0.18
H 2.5588 1.9653 -0.9346 0.39
H 2.9843 0.0463 -0.9452 0.30
H 2.7798 1.3250 0.4718 0.31
H 1.4063 0.0194 1.6629 0.31
H -0.1610 -2.3326 0.0227 0.27
H -0.1829 -1.8994 1.5746 0.35
O -0.2014 -2.6734 0.9525 -0.61
```

Spin multiplicity: 1
Orbital gap: 11.02 eV
SMILES: C[C@@H](O)CC(=O)O.O
F_max: 4.46 eV Å⁻¹
E_tot: -12498.8912 eV
Relative energy (zero: lowest compared OMol25 entry of this formula, charge and spin): 165.4 kJ/mol
HOMO level: -10.5 eV


Record 3
Molecular formula: C4H10OS
Method: DFT, ωB97M-V/def2-TZVPD

```
16
Properties=species:S:1:pos:R:3:mulliken_charge:R:1
C 1.7692 0.7480 -1.3631 -1.17
C 1.7702 0.9276 0.1677 -0.21
S 1.3911 -0.8103 0.9211 -0.46
H 2.6422 0.2759 -1.7149 0.36
H 0.9427 0.1838 -1.7800 0.31
H 1.7809 1.6699 -1.9458 0.32
H 0.9959 1.5813 0.7319 0.26
H 2.7808 1.3828 0.6202 0.26
H 0.5705 -0.3074 1.9060 0.14
O -1.5509 0.9556 0.7936 -0.71
C -1.9617 -0.2335 0.9393 -0.32
C -2.1396 -1.2414 -0.1492 -0.67
H -2.3616 -0.5442 2.0107 0.24
H -2.6617 -0.8011 -0.9124 0.26
H -1.1668 -1.6728 -0.3385 0.10
H -2.8011 -2.1142 0.1132 0.29
```

Charge: -1
Spin multiplicity: 2
Orbital gap (alpha / beta): 2.97 / 6.85 eV
F_max: 3.89 eV Å⁻¹
E_tot: -17190.4139 eV
Relative energy (zero: lowest compared OMol25 entry of this formula, charge and spin): 87.7 kJ/mol
HOMO level (alpha / beta): 0.7 / -3.3 eV


Record 4
Molecular formula: C4H10OS
Method: DFT, ωB97M-V/def2-TZVPD

```
16
Properties=species:S:1:pos:R:3:mulliken_charge:R:1
C -1.9661 -1.3613 -1.6269 -0.74
C 1.6534 0.7742 1.9431 -1.26
C -0.5868 -0.8405 -1.9092 0.04
C 1.1504 0.9266 0.4776 -0.29
O -0.3945 0.1495 -2.5648 -0.47
S -0.6113 0.7661 0.6429 -0.23
H -2.7285 -0.8676 -2.1240 0.29
H -2.0593 -1.1879 -0.4993 0.15
H -1.9564 -2.3954 -1.9339 0.33
H 2.7692 0.6668 2.0843 0.33
H 1.2642 1.5459 2.6366 0.31
H 1.4744 -0.1690 2.3541 0.44
H 0.2458 -1.5949 -1.7091 0.35
H 1.2427 0.1006 0.0423 0.42
H 1.4326 2.1692 0.3321 0.24
H -0.9298 1.3177 1.8542 0.09
```

Spin multiplicity: 1
Orbital gap: 9.77 eV
SMILES: CC=O.CCS
F_max: 12.79 eV Å⁻¹
E_tot: -17189.8643 eV
Relative energy (zero: lowest compared OMol25 entry of this formula, charge and spin): 285.7 kJ/mol
HOMO level: -9.0 eV


Record 5
Molecular formula: C4H10OS
Method: DFT, ωB97M-V/def2-TZVPD

```
16
Properties=species:S:1:pos:R:3:mulliken_charge:R:1
C -0.2753 -2.3049 1.8651 -0.87
S 0.4479 -0.6432 2.4093 -0.09
C -0.2310 -0.5870 4.0788 -0.78
H -1.1894 -1.9163 1.4367 0.27
H -0.3232 -3.0567 2.6233 0.31
H 0.3205 -2.8827 1.1486 0.33
H 0.4884 -0.5352 4.9222 0.28
H -0.8097 0.3160 4.2021 0.29
H -0.9338 -1.3982 4.3269 0.26
O -0.4222 0.3872 -4.3756 -0.46
C 0.3465 1.0202 -3.6963 0.08
C 0.3522 2.5435 -3.8777 -0.75
H 1.0613 0.4304 -3.0841 0.34
H 1.2784 2.9903 -3.5284 0.29
H -0.5774 2.9442 -3.4862 0.24
H 0.4668 2.6925 -4.9649 0.25
```

Spin multiplicity: 1
Orbital gap: 9.33 eV
SMILES: CC=O.CSC
F_max: 1.70 eV Å⁻¹
E_tot: -17191.4324 eV
Relative energy (zero: lowest compared OMol25 entry of this formula, charge and spin): 134.4 kJ/mol
HOMO level: -8.6 eV


Record 6
Molecular formula: C4H10OS2
Method: DFT, ωB97M-V/def2-TZVPD

```
17
Properties=species:S:1:pos:R:3:mulliken_charge:R:1
C -0.1875 -1.1787 0.2213 -0.09
C 0.7282 -1.6379 -0.9109 -0.44
O 2.0838 -1.2817 -0.6965 -0.50
C 0.3271 -1.1362 1.5131 -0.54
S 1.2222 1.7016 0.2439 -0.43
S -0.2689 1.5797 -1.1396 -0.03
C -1.6443 2.4901 -0.2368 -0.77
H 0.4804 -0.1391 0.7077 -0.01
H -1.2237 -1.1878 -0.0905 0.42
H 0.7191 -2.7290 -1.0033 0.40
H 0.2820 -1.2877 -1.8483 0.28
H 2.0835 -0.2999 -0.7614 0.35
H 1.2502 -1.6060 1.8153 0.24
H -0.4321 -1.1396 2.2862 0.29
H -2.4548 2.8354 -0.8666 0.33
H -1.8760 1.7359 0.5140 0.21
H -1.0892 3.2807 0.2525 0.29
```

Spin multiplicity: 1
Orbital gap: 6.51 eV
F_max: 3.58 eV Å⁻¹
E_tot: -28024.3497 eV
Relative energy (zero: lowest compared OMol25 entry of this formula, charge and spin): 409.3 kJ/mol
HOMO level: -7.2 eV


Record 7
Molecular formula: C4H10OS2
Method: DFT, ωB97M-V/def2-TZVPD

```
17
Properties=species:S:1:pos:R:3:mulliken_charge:R:1
C 1.2561 -0.4346 0.0976 -0.11
C 1.6195 0.1045 -1.2607 -0.47
O 1.4295 1.5120 -1.3279 -0.51
C 1.5990 0.2979 1.2855 -0.62
S -1.4067 1.7783 0.4378 -0.41
S -1.8265 0.1637 -0.7400 -0.05
C -2.7554 -0.9897 0.3175 -0.76
H 0.5315 0.6166 0.7030 0.17
H 0.5904 -1.2683 0.2379 0.38
H 2.6391 -0.0452 -1.5867 0.42
H 0.9413 -0.4469 -1.9174 0.28
H 0.4677 1.6626 -1.2503 0.30
H 2.5203 0.8500 1.2279 0.24
H 1.3265 -0.0543 2.2722 0.31
H -2.9706 -0.5711 1.2983 0.29
H -3.7254 -1.2234 -0.1550 0.28
H -2.2363 -1.9521 0.3604 0.24
```

Spin multiplicity: 1
Orbital gap: 5.84 eV
F_max: 3.25 eV Å⁻¹
E_tot: -28024.3274 eV
Relative energy (zero: lowest compared OMol25 entry of this formula, charge and spin): 411.4 kJ/mol
HOMO level: -6.9 eV


Record 8
Molecular formula: C4H10OSSi
Method: DFT, ωB97M-V/def2-TZVPD

```
17
Properties=species:S:1:pos:R:3:mulliken_charge:R:1
C 1.5604 -0.6757 1.5553 -0.55
C -1.2578 0.7983 1.2674 -1.05
C 1.3726 1.5055 -0.6148 -1.16
C -0.0306 -1.2885 -1.0554 -1.09
O 2.4215 -2.3353 3.6426 -0.45
Si 0.4101 0.0591 0.2387 0.59
S 1.3273 -2.1818 2.6899 0.38
H 2.2542 0.0041 1.9221 0.38
H -1.4872 -0.0642 1.7757 0.32
H -1.0101 1.5231 2.0224 0.34
H -2.1532 1.0104 0.5567 0.27
H 2.3470 1.6856 -0.1341 0.35
H 1.4832 1.2208 -1.5932 0.34
H 0.8616 2.4604 -0.3917 0.33
H -0.4710 -0.6876 -1.7912 0.35
H 0.7438 -1.9248 -1.5433 0.31
H -0.8913 -1.8236 -0.6966 0.34
```

Spin multiplicity: 1
Orbital gap (alpha / beta): 8.18 / 8.16 eV
F_max: 5.20 eV Å⁻¹
E_tot: -25068.0145 eV
Relative energy (zero: lowest compared OMol25 entry of this formula, charge and spin): 314.6 kJ/mol
HOMO level (alpha / beta): -9.0 / -9.0 eV


Record 9
Molecular formula: C4H10P2
Method: DFT, ωB97M-V/def2-TZVPD

```
16
Properties=species:S:1:pos:R:3:mulliken_charge:R:1
C -0.2699 0.4854 0.9977 0.70
C -1.6447 0.9373 1.2752 -1.28
C 0.7785 1.1502 0.4108 -1.17
C 1.0299 -0.0608 -1.6928 -0.76
P -0.0606 -1.3549 1.1603 -0.14
P 0.2276 -1.5148 -1.0612 0.06
H -1.7531 1.0273 2.3832 0.31
H -1.7084 1.9813 1.0054 0.36
H -2.3850 0.4246 0.8332 0.40
H 1.7789 0.6555 0.4406 0.37
H 0.7504 2.1998 0.1937 0.37
H 0.2667 0.5755 -2.1743 0.24
H 1.6855 -0.4350 -2.5187 0.30
H 1.4986 -1.3753 1.0791 0.05
H 0.9804 -2.6850 -1.1370 0.11
H -1.1748 -2.0111 -1.1950 0.09
```

Spin multiplicity: 1
Orbital gap: 8.22 eV
SMILES: C=[PH2]PC(=C)C
F_max: 4.98 eV Å⁻¹
E_tot: -22883.1273 eV
Relative energy (zero: lowest compared OMol25 entry of this formula, charge and spin): 249.7 kJ/mol
HOMO level: -7.6 eV


Record 10
Molecular formula: C4H10S
Method: DFT, ωB97M-V/def2-TZVPD

```
15
Properties=species:S:1:pos:R:3:mulliken_charge:R:1
C -2.2230 0.1374 -0.5100 -0.91
C -1.4368 0.4371 0.9201 -0.23
C -1.3335 -0.9400 0.6819 -0.23
S 1.3826 -0.3239 -0.7882 -0.59
C 2.0509 0.7779 0.4030 -0.78
H -2.7338 1.1103 -0.5823 0.40
H -1.5053 0.1250 -1.3269 0.32
H -3.0766 -0.5246 -0.3597 0.40
H -2.2144 0.6459 1.6491 0.32
H -0.6903 1.1881 0.7093 0.26
H -0.3743 -1.4341 0.4181 0.11
H -2.0176 -1.6721 1.1069 0.26
H 3.0926 0.5951 0.6650 0.29
H 2.0016 1.8335 0.1043 0.24
H 1.4650 0.7431 1.3461 0.15
```

Spin multiplicity: 1
Orbital gap: 4.98 eV
F_max: 1.92 eV Å⁻¹
E_tot: -15140.1823 eV
Relative energy (zero: lowest compared OMol25 entry of this formula, charge and spin): 500.3 kJ/mol
HOMO level: -6.1 eV